No. 1
Computed, not measured: CH3ClNO2Pd as an isolated structure at a distorted geometry, with the ωB97M-V functional and the def2-TZVPD basis.

Last column: Löwdin spin population.
Cartesian coordinates (Å):
Pd1 -4.535 0.486 0.837  1.0248
Cl1 -2.620 -1.143 0.259  0.9699
C1 1.055 -0.419 0.255  0.0275
N1 1.015 0.708 -0.745  -0.0241
O1 -0.111 1.052 -1.065  0.5314
O2 2.054 1.336 -1.016  0.4487
H1 2.069 -0.816 0.202  0.0131
H2 0.270 -1.137 0.018  0.0108
H3 0.802 -0.067 1.255  -0.0023

Forces on atoms 1 to 3 (eV/Å):
0.464 -0.607 -0.200
-0.906 0.590 0.284
0.364 -0.092 -0.436

strongest force on any atom = 3.7 eV/A
HOMO energy (alpha / beta) = -20.6732 / -20.0748 eV
net charge = +2
lowest unoccupied orbital energy (alpha / beta) = -0.3988 / -0.5348 hartree
energy = -832.16694 hartree
spin multiplicity = 4
orbital gap (alpha / beta) = 0.3609 / 0.2030 Ha



No. 2
Computed, not measured: an isolated molecule of C18H34N4O8S2 at a distorted geometry, with the ωB97M-V functional and the def2-TZVPD basis.

Last column: Mulliken charge in e.
Cartesian coordinates (Å):
C1 -1.876 -3.626 0.675  -1.0151
H1 -2.167 -3.462 1.708  0.3237
H2 -0.815 -3.409 0.590  -0.0280
H3 -2.064 -4.663 0.410  0.5100
C2 -2.654 -2.706 -0.263  0.3196
N1 -2.313 -1.315 0.039  0.8471
S1 -2.621 -0.152 -1.109  0.8638
O1 -1.591 -0.082 -2.094  -0.6944
O2 -3.962 -0.264 -1.606  -0.7850
N2 -2.464 1.114 -0.059  0.5241
C3 -2.797 0.725 1.268  -0.4354
O3 -1.866 1.148 2.235  -0.4130
C4 -1.009 0.079 2.511  0.1064
O4 -1.778 -1.076 2.339  -0.3880
C5 -2.715 -0.827 1.323  -0.8025
H4 -3.661 -1.292 1.646  0.5255
H5 -0.722 0.139 3.567  0.3453
C6 0.294 0.088 1.633  -0.4008
O5 0.368 -1.076 0.859  -0.0863
C7 0.946 -0.760 -0.390  -0.1952
N3 2.317 -1.127 -0.525  0.1835
S2 3.240 0.123 0.083  1.1287
O6 3.233 0.187 1.515  -0.6865
O7 4.530 0.143 -0.521  -0.8475
N4 2.228 1.238 -0.632  0.2106
C8 0.888 0.784 -0.466  -0.7146
O8 0.275 1.172 0.746  -0.0651
H6 0.255 1.142 -1.285  0.5859
C9 2.515 2.671 -0.612  0.2672
C10 2.772 3.186 0.802  -1.2898
H7 3.639 2.684 1.225  0.3558
H8 1.912 2.984 1.436  0.2361
H9 2.952 4.259 0.779  0.4667
C11 3.699 2.940 -1.536  -1.4688
H10 4.573 2.402 -1.182  0.3414
H11 3.471 2.597 -2.541  0.3575
H12 3.913 4.005 -1.562  0.4355
H13 1.619 3.157 -1.017  0.3384
C12 2.710 -2.526 -0.369  0.3503
C13 3.916 -2.792 -1.265  -1.5021
H14 4.209 -3.836 -1.190  0.4358
H15 4.745 -2.159 -0.966  0.3527
H16 3.668 -2.564 -2.298  0.3597
C14 2.997 -2.886 1.087  -1.2845
H17 2.121 -2.689 1.700  0.2289
H18 3.257 -3.939 1.165  0.4672
H19 3.822 -2.283 1.459  0.3630
H20 1.855 -3.115 -0.724  0.2669
H21 0.341 -1.241 -1.166  0.1244
H22 1.173 0.158 2.297  0.5886
H23 -3.776 1.110 1.588  0.5557
C15 -2.771 2.443 -0.579  0.0288
C16 -2.005 3.500 0.208  -1.0742
H24 -2.403 3.580 1.216  0.3068
H25 -0.960 3.216 0.283  0.0809
H26 -2.091 4.463 -0.289  0.4682
C17 -4.273 2.729 -0.614  -1.6262
H27 -4.454 3.641 -1.176  0.4963
H28 -4.793 1.905 -1.097  0.3086
H29 -4.666 2.864 0.391  0.3535
H30 -2.395 2.397 -1.607  0.4984
C18 -2.324 -3.010 -1.718  -1.3771
H31 -1.268 -2.838 -1.906  0.1919
H32 -2.900 -2.370 -2.380  0.4139
H33 -2.562 -4.049 -1.932  0.4679
H34 -3.738 -2.841 -0.108  0.1990

Forces on atoms 1 to 3 (eV/Å):
-0.211 0.283 -0.071
0.027 -0.086 0.138
0.157 -0.025 0.011

strongest force on any atom = 1.0 eV/A
SMILES string = CC(C)N1[C@@H]2O[C@@H]([C@H]3O[C@@H]4[C@H](O3)N(C(C)C)S(=O)(=O)N4C(C)C)O[C@@H]2N(C(C)C)S1(=O)=O
HOMO energy = -9.4489 eV
net charge = 0
lowest unoccupied orbital energy = 0.0230 hartree
energy = -2323.57347 hartree
orbital gap = 0.3702 Ha



No. 3
Computed, not measured: a 2-piece molecular cluster, C6H10NO overall at a distorted geometry, with the ωB97M-V functional and the def2-TZVPD basis.

Last column: Mulliken charge in e.
Cartesian coordinates (Å):
C1 2.927 -0.392 0.198  -0.7207
C2 2.405 0.929 0.308  -0.2254
C3 2.235 -1.416 -0.175  0.6161
C4 -2.456 -0.262 -0.925  -0.9168
C5 -1.004 -0.100 1.042  -0.6805
C6 2.031 2.064 0.447  0.0214
N1 -1.124 0.049 -0.471  -0.1421
O1 1.545 -2.309 -0.441  -0.3579
H1 4.029 -0.649 0.319  0.3209
H2 -2.407 -0.357 -2.126  0.3411
H3 -2.787 -1.377 -0.647  0.3821
H4 -3.285 0.500 -0.778  0.3390
H5 -0.829 0.904 1.433  0.2962
H6 -1.823 -0.572 1.622  0.3434
H7 -0.080 -0.791 1.221  0.2269
H8 -0.368 -0.477 -0.962  0.3647
H9 1.929 3.132 0.494  0.4061
H10 -0.936 1.124 -0.557  0.3854

Forces on atoms 1 to 3 (eV/Å):
2.510 0.523 0.313
-0.040 -0.107 0.058
-1.381 -1.075 -0.160

strongest force on any atom = 6.0 eV/A
HOMO energy = -12.4875 eV
net charge = +1
lowest unoccupied orbital energy = -0.1299 hartree
relative energy (zero: lowest compared OMol25 entry of this formula, charge and spin) = 80.87 kcal/mol
energy = -364.21837 hartree
orbital gap = 0.3290 Ha



No. 4
Computed, not measured: a 2-piece molecular cluster, C3H10N2OP overall at a distorted geometry, with the ωB97M-V functional and the def2-TZVPD basis.

Last column: Mulliken charge in e.
Cartesian coordinates (Å):
C1 -0.374 -0.810 0.049  0.7310
C2 -0.536 -2.591 1.660  -0.8555
C3 0.930 0.999 -0.662  -0.5794
N1 0.168 -1.358 1.092  -0.1582
N2 0.082 1.247 -1.883  -0.4388
O1 -1.306 -0.632 -0.596  -0.4180
P1 0.462 2.115 0.607  -0.1469
H1 -0.114 -2.852 2.691  0.3161
H2 -1.565 -2.519 1.820  0.3405
H3 -0.251 -3.384 1.047  0.3585
H4 2.019 0.913 -1.032  0.3579
H5 0.933 -0.981 1.558  0.2801
H6 -0.288 2.289 -1.872  0.4158
H7 0.608 1.157 -2.708  0.3280
H8 -0.890 0.712 -1.981  0.3494
H9 -0.800 2.188 -0.067  0.0144
H10 0.923 3.509 0.275  0.1051

Forces on atoms 1 to 3 (eV/Å):
3.743 3.169 0.980
2.813 0.651 2.317
0.675 -2.148 -1.619

strongest force on any atom = 5.0 eV/A
HOMO energy = -12.5920 eV
net charge = +1
lowest unoccupied orbital energy = -0.1208 hartree
relative energy (zero: lowest compared OMol25 entry of this formula, charge and spin) = 123.66 kcal/mol
energy = -646.03373 hartree
orbital gap = 0.3419 Ha



No. 5
Computed, not measured: an isolated molecule of C13H26BN3O4 at a distorted geometry, with the ωB97M-V functional and the def2-TZVPD basis.

Last column: Mulliken charge in e.
Cartesian coordinates (Å):
O1 -0.644 -2.884 -1.604  -0.5318
O2 3.512 -0.140 -1.090  -0.6947
O3 2.381 1.854 -1.884  -0.5769
O4 1.207 -3.166 -0.317  -0.4543
B1 2.771 0.526 -2.125  0.6152
C1 0.153 -2.438 -0.844  -0.4316
N1 -2.072 0.490 0.004  0.0319
N2 -0.353 1.573 2.052  -0.4877
N3 1.032 -0.651 0.666  -0.5133
C2 2.443 -0.229 -3.479  -0.8555
C3 0.249 1.502 3.412  -0.8322
C4 -0.638 0.394 4.120  -0.4193
C5 1.305 -1.160 -3.290  -0.0810
C6 -2.699 1.281 1.050  -1.0725
C7 -2.057 0.523 3.482  -1.0524
C8 -1.267 0.964 -1.186  -1.7192
C9 0.031 -0.340 -2.874  -1.7606
C10 -1.571 -0.857 0.285  -0.8051
C11 -1.818 1.470 2.308  0.2248
C12 -0.033 0.122 -1.399  0.7286
C13 -0.116 -0.991 -0.278  1.9431
H1 3.588 -1.109 -1.180  0.3148
H2 2.833 2.108 -1.088  0.3174
H3 1.094 -4.046 -0.719  0.4308
H4 -0.027 0.802 1.409  0.3032
H5 1.199 -1.537 1.152  0.3139
H6 1.905 -0.400 0.156  0.2372
H7 2.124 0.628 -4.148  0.2239
H8 3.319 -0.712 -3.908  0.3786
H9 0.150 2.428 4.017  0.2747
H10 1.251 1.205 3.236  0.4071
H11 -0.838 0.566 5.169  0.4150
H12 -0.323 -0.671 3.904  0.1873
H13 1.110 -1.837 -4.170  0.3209
H14 1.496 -1.867 -2.500  0.1195
H15 -2.818 2.242 0.543  0.4260
H16 -3.715 0.773 1.263  0.2177
H17 -2.870 0.743 4.143  0.4836
H18 -2.385 -0.337 2.956  0.3037
H19 -1.046 2.004 -0.998  0.4919
H20 -1.881 1.110 -2.036  0.4602
H21 -0.814 -0.930 -3.151  0.4963
H22 -0.029 0.508 -3.565  0.5586
H23 -1.663 -1.084 1.405  -0.0658
H24 -2.222 -1.518 -0.289  0.6420
H25 -2.144 2.449 2.665  0.5104
H26 0.890 0.637 -1.272  -0.0246

Forces on atoms 1 to 3 (eV/Å):
-0.089 -1.265 -0.778
-0.989 0.556 -0.794
0.999 -1.740 -0.962

strongest force on any atom = 3.3 eV/A
SMILES string = N[C@@]1(C(=O)O)CN(C[C@H]2CCCN2)C[C@@H]1CCCB(O)O
HOMO energy = -7.6774 eV
net charge = 0
lowest unoccupied orbital energy = 0.0114 hartree
relative energy (zero: lowest compared OMol25 entry of this formula, charge and spin) = 39.93 kcal/mol
energy = -1001.06728 hartree
orbital gap = 0.2936 Ha



No. 6
Computed, not measured: an isolated ion of composition C5H4N3O3 and charge -1 at a distorted geometry, with the ωB97M-V functional and the def2-TZVPD basis.

Last column: Löwdin spin population.
Cartesian coordinates (Å):
C1 0.811 0.096 1.691  0.4343
C2 -0.394 0.669 1.570  0.4872
C3 1.074 -0.648 -0.541  0.3538
C4 -0.522 0.199 -0.769  0.0135
C5 1.766 -1.769 -1.353  0.0069
N1 1.475 -0.542 0.648  0.1198
N2 -1.113 0.177 -1.910  0.1404
N3 -0.965 0.798 0.388  0.2078
O1 2.576 -1.491 -2.193  0.0152
O2 1.291 -2.807 -0.820  0.1286
O3 -2.226 1.488 0.246  0.0186
H1 1.193 -0.233 2.661  0.0193
H2 -0.852 1.125 2.544  0.0340
H3 -2.061 0.561 -1.852  0.0055
H4 -2.053 2.379 -0.309  0.0151

Forces on atoms 1 to 3 (eV/Å):
7.128 -4.997 -2.308
-5.066 3.674 4.436
-3.791 2.387 -2.437

strongest force on any atom = 9.0 eV/A
HOMO energy (alpha / beta) = -1.2766 / -4.1155 eV
net charge = -1
lowest unoccupied orbital energy (alpha / beta) = 0.1084 / 0.0549 hartree
relative energy (zero: lowest compared OMol25 entry of this formula, charge and spin) = 59.80 kcal/mol
energy = -582.71654 hartree
spin multiplicity = 3
orbital gap (alpha / beta) = 0.1553 / 0.2061 Ha